The following is a quantum chemistry calculation of a cluster of 4 separate species, C2H10O4 in total at a distorted geometry, from OMol25.

LUMO level: 0.36 eV
spin multiplicity: 1
energy relative to the best compared isomer or geometry (same formula, charge and spin): 1.1177 eV
HOMO: -8.7 eV
SMILES string: C=CO.O.O.O

CARTESIAN COORDINATES (ANGSTROEM)
O  -1.43770  0.43315  1.21050
H  1.04215  -1.63771  2.88253
H  -0.43367  1.23649  -0.50252
H  -1.60818  -0.33334  0.61644
O  -0.13154  0.63260  -1.20941
H  1.52805  0.28010  -2.51802
O  -1.44422  -1.93236  -0.27823
O  0.29398  -1.78676  2.29108
C  1.59490  2.14860  -1.81483
H  -1.61415  0.23536  2.13611
H  2.43749  2.26981  -2.48098
C  1.00882  0.93107  -1.82328
H  -0.19876  -0.97465  2.36368
H  1.35056  2.92325  -1.09702
H  -1.85324  -2.66163  0.20935
H  -0.53449  -1.76400  0.01459

=====

The following is a quantum chemistry calculation of a cluster of 4 separate species, C2H10O4 in total at a distorted geometry, from OMol25.

LUMO level: 0.68 eV
spin multiplicity: 1
energy relative to the best compared isomer or geometry (same formula, charge and spin): 0.0471 eV
HOMO: -10.5 eV
SMILES string: CC=O.O.O.O

CARTESIAN COORDINATES (ANGSTROEM)
H  1.07623  -0.82806  -1.65157
H  -0.79647  0.01386  -2.91357
C  -0.07006  -1.20304  1.21777
O  1.97760  -0.57591  -1.37916
H  -0.07716  2.78937  -0.46941
O  -0.32164  0.98030  2.16570
H  -1.14800  -0.57840  3.06377
H  0.77702  -0.78321  0.69523
H  0.01333  -2.18563  1.66278
O  -0.90500  -0.31764  -2.01957
H  -0.84309  -1.30717  0.43674
H  2.01101  0.35960  -1.60263
H  -0.69645  0.40158  -1.39139
C  -0.56029  -0.20351  2.20594
H  -0.17505  1.59278  0.46052
O  -0.26198  1.84507  -0.48114

=====

The following is a quantum chemistry calculation of a cluster of 2 separate species, C2H10OSi3 in total at a distorted geometry, from OMol25.

LUMO level: 0.15 eV
spin multiplicity: 1
energy relative to the best compared isomer or geometry (same formula, charge and spin): 1.6127 eV
HOMO: -7.8 eV

CARTESIAN COORDINATES (ANGSTROEM)
Si  -1.52689  -0.49717  -2.00929
C  2.27814  0.27799  0.68082
Si  -1.28147  0.68054  -0.06335
H  -0.10470  0.42460  3.72582
O  -0.76317  0.16468  3.06625
H  -0.84821  1.97297  -0.29844
H  -2.82366  0.64809  0.15362
C  2.48166  0.09657  -0.58533
Si  -0.27529  -0.56025  1.67521
H  0.03102  -1.98991  1.89467
H  -0.91920  -1.78486  -1.96518
H  2.81764  0.73126  1.44671
H  -3.06337  -0.65968  -2.26661
H  1.83503  -0.45386  -1.24246
H  3.28791  0.56315  -1.05157
H  -1.12543  0.38589  -3.16087

=====

The following is a quantum chemistry calculation of a cluster of 2 separate species, C2H10OSi3 in total at a distorted geometry, from OMol25.

LUMO level: -1.27 eV
spin multiplicity: 1
energy relative to the best compared isomer or geometry (same formula, charge and spin): 2.2349 eV
HOMO: -8.6 eV

CARTESIAN COORDINATES (ANGSTROEM)
H  -2.44937  -2.51970  0.59044
Si  -0.89153  1.54529  -2.26315
Si  -0.10946  -0.58117  1.07255
H  -0.21433  2.68252  -1.57550
H  2.55428  1.31456  1.74111
Si  -1.63425  -1.67265  -0.34609
H  -0.95731  0.56161  1.72050
H  -1.94444  2.24109  -3.04865
H  0.60829  -1.26441  2.29454
C  1.59167  0.21954  0.34725
H  1.21862  2.28507  0.90261
H  -1.35676  -2.60098  -1.51249
C  2.07592  1.60154  0.83858
H  2.88843  2.02281  0.23695
H  -2.59695  -0.72031  -1.00332
O  2.05269  -0.35186  -0.59141

=====

The following is a quantum chemistry calculation of a structure of composition C2H11CrN2OS3Sb, from OMol25.

LUMO level (spin up / spin down): -3.44 / -5.84 eV
spin multiplicity: 6
total charge: +1
HOMO (spin up / spin down): -11.2 / -11.5 eV

CARTESIAN COORDINATES (ANGSTROEM)
S  -0.78907  1.37824  3.03615
H  -3.77579  1.24303  2.48915
H  2.35687  -1.51708  -0.57642
H  -0.53210  -0.87430  -1.22845
N  0.06460  -0.97099  0.76014
H  0.34184  -1.69723  1.41508
Cr  -1.70244  0.12387  1.18351
H  2.65918  0.26327  -2.11659
S  -1.21498  1.65150  -0.65897
O  -3.55237  1.01654  1.57796
C  1.54039  -1.30989  -1.26671
H  -0.16024  -2.49651  -0.67043
S  2.19345  1.82333  0.89221
H  1.60480  0.79868  -0.95644
H  1.04293  0.34731  -2.47118
Sb  0.00278  2.62596  1.16173
N  1.72115  0.10556  -1.74635
H  0.72220  -0.19463  0.92079
C  0.16815  -1.45980  -0.63185
H  -4.32831  1.11031  1.01454
H  1.63694  -1.96719  -2.12787

=====

The following is a quantum chemistry calculation of a cluster of 2 separate species, C2H11N2 in total at a distorted geometry, from OMol25.

LUMO level: -3.20 eV
spin multiplicity: 1
total charge: +1
energy relative to the best compared isomer or geometry (same formula, charge and spin): 0.6058 eV
HOMO: -15.3 eV

CARTESIAN COORDINATES (ANGSTROEM)
C  0.44503  -1.33041  0.98210
H  1.87889  1.19453  0.19297
H  -2.54062  0.55943  -1.06564
N  0.30584  -0.29870  -0.11700
C  1.65004  0.30641  -0.39239
H  2.43963  -0.43854  -0.33198
H  1.61704  0.63619  -1.43044
H  0.93892  -2.20786  0.55448
H  0.03774  -0.78711  -0.96472
H  -1.94053  2.08867  -0.64021
H  -0.54548  -1.64183  1.29767
N  -2.08054  1.11991  -0.36040
H  -0.41165  0.47304  0.02916
H  1.13944  -0.90211  1.69145
H  -2.73674  1.15902  0.40535

=====

The following is a quantum chemistry calculation of a cluster of 2 separate species, C2H11N2O in total at a distorted geometry, from OMol25.

LUMO level: -3.17 eV
spin multiplicity: 1
total charge: +1
energy relative to the best compared isomer or geometry (same formula, charge and spin): 0.5223 eV
HOMO: -14.7 eV

CARTESIAN COORDINATES (ANGSTROEM)
H  -1.98085  0.13533  -0.16424
O  -0.64653  0.57849  1.23894
H  -0.43916  0.34878  2.15182
H  0.79243  1.89488  -0.29730
H  0.80249  -0.49766  -0.23023
H  2.49930  -0.09586  -0.47338
H  -2.29476  -0.73711  1.35459
H  1.55909  -0.54343  -1.71323
H  -1.29511  -2.03531  -0.48896
H  2.02609  1.89589  -1.56135
N  1.54300  -0.04269  -0.82537
C  1.14922  1.38411  -1.19423
H  0.39347  1.32157  -1.95092
N  -0.71080  -1.47734  0.12429
C  -1.52093  -0.37351  0.67545
H  -0.44453  -2.11077  0.88064

=====

The following is a quantum chemistry calculation of a cluster of 2 separate species, C2H11N2O in total, from OMol25.

LUMO level: -3.23 eV
spin multiplicity: 1
total charge: +1
energy relative to the best compared isomer or geometry (same formula, charge and spin): 0.4247 eV
HOMO: -14.7 eV

CARTESIAN COORDINATES (ANGSTROEM)
H  0.69500  0.82877  -1.33197
H  -0.51994  -1.50488  -0.07254
H  2.16473  -1.35264  -0.46388
N  0.53330  0.76622  1.88616
H  0.34164  1.76726  1.91983
O  1.89607  -0.44284  -0.33580
H  -1.89521  -0.47329  -1.82855
H  -1.67613  1.05266  -0.94701
H  1.50680  0.60775  1.63216
H  0.34682  0.37518  2.80635
C  0.70618  -0.22810  -1.06933
C  -1.71913  -0.03074  -0.84832
H  -2.54358  -0.29078  -0.19022
N  -0.46631  -0.50293  -0.22792
H  0.69775  -0.82553  -1.98292
H  -0.06801  0.25386  1.05397

=====

The following is a quantum chemistry calculation of a cluster of 2 separate species, C2H11N2O in total at a distorted geometry, from OMol25.

LUMO level: -3.19 eV
spin multiplicity: 1
total charge: +1
energy relative to the best compared isomer or geometry (same formula, charge and spin): 0.7249 eV
HOMO: -14.7 eV

CARTESIAN COORDINATES (ANGSTROEM)
H  -1.65555  0.18443  1.11216
H  -0.24464  -0.01851  1.86217
H  0.56755  2.91974  1.02467
H  1.76727  -1.07071  -1.29537
H  -0.32161  -1.14195  0.09797
H  -0.82532  -2.41239  -0.94161
H  0.51020  -2.66464  -0.18241
O  -0.17948  2.34623  1.19493
H  -0.63117  1.43800  -0.61101
N  0.01240  -1.97138  -0.62893
C  -0.06600  1.22459  0.31084
H  0.29172  -0.47893  -2.10407
H  0.99133  -2.12769  -2.47341
H  0.95101  0.99108  0.02072
N  -0.64483  0.03408  0.96620
C  0.80967  -1.36246  -1.71587

=====

The following is a quantum chemistry calculation of a cluster of 3 separate species, C2H11N2O2 in total at a distorted geometry, from OMol25.

LUMO level (spin up / spin down): 0.63 / 0.53 eV
spin multiplicity: 2
energy relative to the best compared isomer or geometry (same formula, charge and spin): 3.0692 eV
HOMO (spin up / spin down): -2.6 / -6.7 eV

CARTESIAN COORDINATES (ANGSTROEM)
H  -1.03425  -4.47601  -1.22112
H  -2.12587  -3.53174  -0.75107
H  -1.66869  1.47466  -1.56214
N  -1.67297  0.50447  -1.29427
C  0.20187  0.57588  0.35046
O  2.20587  3.25811  0.43723
H  -2.53112  0.02134  -1.46079
O  -1.29600  -3.54791  -1.25275
H  0.38496  -0.71118  1.98535
H  0.62384  1.55426  0.35442
H  1.70279  0.21284  1.62451
H  1.25684  -1.19882  0.68018
H  2.91689  3.38305  1.08154
C  -0.75661  -0.04493  -0.42398
H  1.58547  3.96638  0.64063
H  -0.75806  -1.12415  -0.37421
N  0.96504  -0.31623  1.18602